No. 1
Density functional theory data (ωB97M-V/def2-TZVPD) for a 4-piece molecular cluster, C25H55FN3O14P4 overall.

The geometry in XYZ format:
```
102
Properties=species:S:1:pos:R:3:forces:R:3
H -3.0509 2.2417 3.6705 -0.009 -0.216 -0.046
H 3.9665 -1.1582 -3.4142 0.098 -0.072 -0.014
H 0.6176 -3.8228 4.0289 0.031 0.111 -0.013
C 1.7636 7.3038 0.0124 -0.161 0.347 0.068
N -3.2701 1.6198 0.2093 -1.093 0.740 1.086
C 6.7518 -5.4172 -4.7555 0.169 0.174 -0.291
O -2.1829 -3.1065 2.0317 0.858 -0.041 0.584
H -3.1195 -1.3621 2.4605 -0.062 -0.112 -0.018
H 5.5739 3.9743 0.6695 -0.028 0.024 0.012
C 2.8332 -5.5390 -1.7971 -0.406 0.001 0.541
H -1.1629 -0.1521 3.2971 -0.017 -0.029 0.002
H -2.8853 5.6327 1.2412 0.526 0.040 -0.725
C -0.7282 3.1737 -0.6148 0.064 0.041 -0.088
P 4.3993 -4.6250 -3.7927 6.420 3.417 1.817
H -1.1475 3.2108 -1.6234 -0.026 -0.039 0.013
N -7.1769 4.4164 1.3085 -0.538 0.540 -0.233
C -4.6385 -6.1573 2.2106 -0.141 0.083 -0.198
O -9.5151 2.3413 2.4496 0.660 -0.138 -0.832
H -8.1901 4.4180 1.3757 0.095 -0.297 0.158
O 4.3645 -4.3300 -5.2559 -3.056 -1.797 0.301
H 4.5906 5.3409 1.1967 0.038 0.121 -0.016
O 1.5818 3.6534 -1.1843 0.698 -0.170 0.221
O 5.9660 -5.0501 -3.6195 -0.609 -0.523 0.160
H -3.9217 2.0119 -0.4676 0.479 -0.161 -0.370
C 5.3509 5.0245 0.4729 -0.066 -0.212 0.002
H -2.5140 -2.2102 3.8836 -0.063 -0.127 -0.045
H 6.2575 5.6037 0.6512 -0.048 0.008 0.031
H -4.8325 6.6463 0.4389 -0.190 -0.219 0.002
C -2.2812 -1.9482 2.8489 -0.087 0.276 0.035
C 3.0504 8.1044 -0.0413 0.111 -0.057 -0.018
H 0.8351 -2.8633 1.6046 -0.151 0.029 0.106
H 4.8575 6.2667 -1.2352 -0.176 0.031 0.109
F -8.8987 1.7393 0.3981 0.279 0.170 0.617
C -6.6187 5.5796 0.8920 -0.068 0.852 -0.171
O 1.5122 4.5535 1.0407 3.133 -0.039 1.435
H 2.0354 -7.0090 -3.1560 0.012 0.038 -0.020
H -7.0690 2.0290 3.1251 -0.145 -0.138 -0.267
H 2.5161 -2.1172 -1.5811 0.030 0.034 -0.027
C -8.6437 2.0546 1.6929 -0.218 -0.094 0.533
H -6.6494 1.1362 1.6608 -0.115 0.339 -0.137
H -5.2429 -6.8356 2.8146 0.010 -0.010 -0.028
H 2.9311 9.0628 0.4672 -0.036 -0.041 0.008
H 7.8894 -4.4451 -6.3132 0.013 -0.013 0.024
H 6.8338 -3.3452 -5.4110 -0.163 -0.147 -0.108
O 3.6216 4.6125 -1.2384 0.709 -0.606 2.955
P -1.6047 -4.5324 2.6443 -5.346 0.091 -5.148
H 1.0340 2.3408 0.3295 -0.045 0.127 0.042
C -6.4538 3.3228 1.5709 0.384 -1.601 -0.036
H 1.6454 -4.3520 1.1950 -0.161 -0.098 -0.047
O 1.8246 6.1371 -0.8048 0.871 -0.209 0.696
H -0.7905 4.1873 -0.2190 0.278 -0.030 0.086
C 2.2391 -2.1538 -2.6366 -0.056 -0.105 0.054
H -1.3545 2.5209 -0.0069 0.284 0.125 -0.198
H 0.9466 7.9141 -0.3779 -0.026 -0.110 -0.061
P 2.3522 4.6994 -0.1887 -5.194 0.508 -5.193
H -0.7335 -0.9075 1.7541 -0.027 0.007 0.009
H 1.6513 -5.1433 3.4836 -0.034 0.022 0.017
C 1.8093 -5.9974 -2.8147 0.094 -0.119 -0.075
H 0.8138 -6.0035 -2.3684 0.013 0.029 -0.040
H -4.7357 -5.1500 2.6154 0.147 -0.074 0.190
H -3.1046 -7.4812 1.5107 0.146 0.131 -0.118
P -4.0304 1.8264 1.7421 -1.078 -2.303 0.800
H 1.7887 -5.3492 -3.6980 -0.066 0.075 0.059
H 5.6084 4.7428 -1.6272 -0.178 -0.093 -0.053
H -2.8499 -6.9370 3.1535 -0.031 0.144 0.038
O 4.4286 -3.1100 -3.1305 -0.960 -0.669 -0.106
C -5.2866 5.7088 0.7521 0.627 -0.753 0.219
H 6.1337 -5.9026 -5.5099 -0.070 0.135 -0.004
H 2.5159 -4.6235 -1.2901 0.003 0.116 -0.175
H -5.0552 -6.1295 1.2019 0.002 -0.055 0.009
O 4.1409 -5.3509 -2.3274 -1.857 -1.002 -2.175
C -7.1476 2.0378 2.0277 -0.719 0.628 0.223
N -3.1216 4.7258 0.8412 -0.830 -0.132 1.670
H -7.2624 6.4296 0.6651 -0.160 -0.489 0.211
O -0.3342 -4.5631 1.5866 0.797 -0.544 2.883
H 3.3431 8.2970 -1.0742 -0.052 0.015 0.009
C 0.7007 2.6665 -0.6560 -0.236 0.098 0.093
H -0.1842 -1.6178 3.2755 0.011 0.023 0.013
H 1.6568 -3.0629 -2.8025 -0.035 0.012 -0.004
C 7.4829 -4.2165 -5.3268 0.161 0.149 0.117
O -2.4337 -4.7026 3.8737 3.204 0.148 1.479
H 0.7589 1.7942 -1.3106 0.130 0.117 -0.117
H 7.4782 -6.1595 -4.4203 -0.097 0.027 0.206
O -2.7700 2.1871 2.7476 -0.056 1.150 -0.995
H 3.1949 -2.2428 -4.5675 0.108 -0.073 -0.021
H 2.9181 -6.3002 -1.0186 0.188 0.015 -0.059
H -2.5682 4.0153 1.3204 0.185 -0.016 -0.444
H 2.2697 -3.4882 3.4771 -0.044 0.002 0.027
C -3.1929 -6.6167 2.1705 -0.350 -0.036 0.152
C -5.0827 3.3405 1.4358 1.669 1.059 -0.833
H 8.3075 -3.9285 -4.6721 0.017 -0.042 -0.021
H 3.8667 7.5690 0.4481 0.009 0.023 0.027
C -4.4679 4.5615 1.0215 -0.251 0.666 -0.180
C 1.3856 -4.1013 3.2982 -0.052 -0.202 -0.001
C 0.9063 -3.9204 1.8730 0.549 0.395 -0.217
C -1.0178 -1.1079 2.7892 0.058 -0.010 0.018
H 1.5190 7.0474 1.0461 -0.037 -0.131 -0.040
C 4.8866 5.2111 -0.9562 0.601 0.386 -0.207
H -3.1100 0.6343 0.0265 -0.043 0.071 -0.048
H 1.5915 -1.3013 -2.8531 0.045 -0.011 -0.043
C 3.4745 -2.1269 -3.5182 -0.032 0.358 -0.065
O -2.3408 -5.5947 1.6470 0.780 -0.065 0.218
```
Positions in Å, forces in eV/Å.

Computed properties:
Molecular weight   764.62 u
2S+1   1
Net charge   +1
Calculated total energy   -99821.89329 eV
Frontier orbital gap   0.268 hartree
Lowest unoccupied orbital energy   -3.925 eV
Highest occupied orbital energy   -11.225 eV


No. 2
Density functional theory data (ωB97M-V/def2-TZVPD) for a 2-piece molecular cluster, C3H7NO2 overall.

The geometry in XYZ format:
```
13
Properties=species:S:1:pos:R:3:forces:R:3
H -2.6758 0.2671 -1.0577 0.069 0.021 0.010
O -1.0122 -0.7916 1.3647 -0.165 -0.028 -0.478
O 1.6317 -0.1094 1.6118 -0.115 0.074 -0.051
H 0.6517 -0.1605 1.5672 0.108 -0.024 0.051
H -1.3819 1.2219 -0.2331 -0.070 -0.141 -0.056
H 1.9503 0.8023 -1.3666 -0.004 -0.059 0.083
H 3.1968 0.3127 0.4556 -0.090 0.032 -0.063
H -1.7573 -1.8619 -0.1520 -0.001 0.063 0.045
H -0.9777 0.1288 -1.5666 -0.136 -0.036 0.099
C 2.1048 0.2648 0.4286 0.097 0.076 -0.175
N 1.3734 0.5237 -0.5771 0.307 -0.052 0.239
C -1.4519 -0.8693 0.2354 0.045 0.008 0.204
C -1.6385 0.2736 -0.7066 -0.045 0.067 0.091
```
Positions in Å, forces in eV/Å.

Computed properties:
Molecular weight   89.09 u
2S+1   1
SMILES   [H]/N=C/O.CC=O
Net charge   0
Calculated total energy   -8809.07768 eV
Frontier orbital gap   0.414 hartree
Lowest unoccupied orbital energy   1.044 eV
Highest occupied orbital energy   -10.217 eV


No. 3
Density functional theory data (ωB97M-V/def2-TZVPD) for a 2-piece molecular cluster, C11H20NO9S3 overall.

The geometry in XYZ format:
```
44
Properties=species:S:1:pos:R:3:forces:R:3
H 5.2792 -2.2535 -3.2642 -0.939 -0.181 0.426
H -0.9280 4.4287 2.0749 0.102 -0.072 -0.926
H -0.5295 2.3330 -0.6564 -0.873 -0.505 -0.004
O 0.8991 -3.4293 0.6884 -0.285 -0.696 1.229
H 2.2263 -0.6161 -1.1184 -0.384 -0.425 -0.300
C -0.9530 4.0796 1.0142 -1.244 -0.323 0.882
C 3.4930 -1.2054 -2.6122 0.934 -0.066 -1.713
C 4.3046 -2.5455 -2.7744 0.482 0.211 -0.216
H 3.8165 -3.2568 -3.5038 0.075 0.700 0.867
O -1.0041 -3.1756 2.1959 0.420 0.247 -0.312
N 2.2146 -1.3609 -1.8330 1.129 0.410 0.946
H -0.7337 0.6330 -3.1982 0.415 -0.606 0.663
C -1.5910 2.0888 -0.4193 -1.947 1.192 0.522
H 3.6171 -3.9117 0.1030 -0.192 0.948 -0.656
C -1.8925 2.7913 0.9695 2.320 -0.495 -0.472
O -3.4015 4.7320 2.7121 0.350 -0.503 -0.914
H 1.8340 -3.5144 -1.6525 0.254 1.063 0.456
S -5.9275 3.5256 3.8234 -0.250 -0.040 0.005
H 4.0493 -2.1777 0.2092 -0.335 -0.429 -0.809
C 3.6769 -2.9678 -0.5054 -1.072 -0.294 0.286
O -1.0548 -4.8714 0.4593 0.500 0.329 -0.307
H -4.5478 1.6470 3.0006 0.336 0.802 0.424
C -3.6039 3.6017 2.3615 -0.523 0.110 1.554
H 1.5639 -2.5744 -0.0870 -0.351 -0.114 -0.695
O -1.9005 0.6844 -0.3804 1.699 0.493 -1.045
C -4.3261 2.6587 3.4123 -0.264 -0.137 -0.167
O 4.6453 -3.1962 -1.5538 -0.417 0.748 -0.523
H -1.5972 2.0673 1.7838 -0.283 0.647 -0.763
O 0.4191 -5.1316 2.3696 0.410 0.296 -0.377
H 0.0918 3.8573 0.6910 -0.944 0.169 0.120
H -3.7559 2.6204 4.3776 -0.184 -0.061 -1.228
H 0.5692 1.0214 -2.0342 -0.643 -0.681 -0.547
O -0.7209 -1.1951 -0.6232 -0.652 -0.198 1.135
O -3.2891 3.1077 1.1059 0.167 -0.057 0.749
S 0.7582 -1.2780 -2.8042 -0.846 0.264 -1.398
C 2.2223 -2.6668 -1.0265 2.098 -0.495 -0.042
H -1.4651 4.8720 0.4157 0.746 -0.534 0.302
S -0.1962 -4.1606 1.4370 -1.825 -0.974 1.411
C -0.1736 0.2175 -2.3229 0.920 1.919 0.583
H 3.2057 -0.8879 -3.6523 0.378 -0.132 1.006
C -0.9717 -0.1144 -1.0341 -0.276 -1.157 0.268
H -6.1541 3.3705 5.1679 0.753 -0.310 -0.740
H 4.1535 -0.4075 -2.1734 -0.837 -0.825 -0.109
H -2.3220 2.5606 -1.1429 1.080 -0.238 0.426
```
Positions in Å, forces in eV/Å.

Computed properties:
Molecular weight   406.48 u
2S+1   1
Net charge   -1
Calculated total energy   -64149.01895 eV
Frontier orbital gap   0.143 hartree
Lowest unoccupied orbital energy   1.425 eV
Highest occupied orbital energy   -2.462 eV


No. 4
Density functional theory data (ωB97M-V/def2-TZVPD) for a 2-piece molecular cluster, C5H12NO2 overall.

The geometry in XYZ format:
```
20
Properties=species:S:1:pos:R:3:forces:R:3
H 1.5450 0.5818 -1.1007 0.098 -0.156 -0.344
H 1.9710 0.9369 0.5466 -0.218 -0.015 0.346
H -0.0474 1.9542 -0.1989 0.122 0.043 -0.004
H 2.2422 -1.4177 0.4560 0.284 -0.190 -0.358
H 0.7204 -1.1130 1.2193 0.009 -0.169 0.417
H 0.3025 -3.1547 -2.4231 -0.231 0.271 0.151
H -0.9915 -0.0249 1.6842 -0.187 -0.160 -0.134
H -0.6254 -1.9136 -0.5080 0.072 0.007 -0.075
C 1.2278 0.4234 -0.0726 0.225 -0.047 -0.155
C -0.6331 1.0093 1.4743 0.585 0.352 0.650
H -1.5488 1.6475 1.3691 -0.146 -0.129 -0.082
H 1.9671 -2.5677 -2.0076 0.059 0.173 0.131
O 0.2344 1.4588 2.3728 -0.140 -0.108 -0.235
H -1.6547 0.9542 -1.1711 0.095 -0.101 0.645
C 0.9082 -2.5381 -1.7636 0.403 -0.481 -0.095
C 0.4463 -1.8951 -0.6997 -0.226 -0.040 -0.192
C 1.2328 -1.0703 0.2668 -0.383 0.445 0.179
H -3.0637 1.2683 -0.5972 0.213 -0.020 0.394
N -0.1128 0.9711 0.0491 -0.286 0.296 -0.284
O -2.5814 1.1426 -1.4117 -0.347 0.028 -0.954
```
Positions in Å, forces in eV/Å.

Computed properties:
Molecular weight   118.16 u
2S+1   1
Net charge   -1
Calculated total energy   -10964.07082 eV
Frontier orbital gap   0.245 hartree
Lowest unoccupied orbital energy   3.769 eV
Highest occupied orbital energy   -2.890 eV


No. 5
Density functional theory data (ωB97M-V/def2-TZVPD) for C4H7N2 as an isolated structure.

The geometry in XYZ format:
```
13
Properties=species:S:1:pos:R:3:forces:R:3
C -1.4259 -0.8832 2.2158 1.704 1.352 -2.451
H 0.7552 -1.8961 -0.2686 -0.425 -0.910 0.125
N 0.4052 1.2346 -1.5983 0.407 1.083 -0.753
H -0.7072 -0.5263 -1.3241 -0.264 1.048 0.320
C -0.0558 0.4068 0.5894 1.258 -1.126 0.124
C 0.0906 0.0810 -0.8554 -1.363 -0.144 -1.839
N -0.8097 -0.3154 1.4135 -1.555 -1.307 2.051
C 1.0740 -0.9132 -0.4925 0.147 1.956 2.518
H -2.1408 -1.4075 2.7514 -0.996 -0.677 1.060
H 0.9174 2.0232 -1.1181 -1.119 -1.409 -0.873
H 2.0545 -0.6757 -0.1716 1.059 0.357 -0.230
H 0.2566 1.3735 1.0101 0.327 -0.711 -0.425
H -0.4142 1.4982 -2.1516 0.819 0.487 0.372
```
Positions in Å, forces in eV/Å.

Computed properties:
Molecular weight   83.11 u
2S+1   1
Net charge   +1
Calculated total energy   -7230.20094 eV
Frontier orbital gap   0.301 hartree
Lowest unoccupied orbital energy   -5.272 eV
Highest occupied orbital energy   -13.450 eV


No. 6
Density functional theory data (ωB97M-V/def2-TZVPD) for C9H21O5PSi as an isolated structure.

The geometry in XYZ format:
```
37
Properties=species:S:1:pos:R:3:forces:R:3
H 1.8412 0.9255 -2.7959 -0.312 0.037 0.442
H 2.9360 -1.3847 0.7501 0.089 -0.329 0.701
Si 2.2985 0.7298 -0.3707 0.884 -0.844 -0.164
H -3.3803 1.0024 0.3052 -0.174 0.397 -0.250
H -1.5659 -2.7595 -0.7114 0.085 0.132 0.145
H 4.6585 1.6944 -0.0191 -0.225 -0.013 -0.026
O -0.6528 -1.2170 1.0541 -2.480 0.915 -0.351
H 0.5197 0.8091 1.2866 0.096 0.156 0.175
H 4.3236 1.0992 -1.6581 -0.184 0.658 0.275
P -2.1017 -0.7645 1.1093 2.731 -1.462 0.438
H 0.6510 -0.0995 -1.9711 0.046 0.410 -0.049
C 1.5095 1.2582 1.2210 0.063 -0.530 -0.263
H -2.0508 1.6750 1.2773 0.077 0.010 0.267
H 3.6180 2.7050 -1.0649 0.401 -0.554 -0.127
O -1.8704 0.5625 -1.7639 0.864 1.378 1.644
C -2.5473 -2.1973 3.0674 0.863 -2.218 0.781
H 2.1259 0.7980 1.9750 0.255 -0.270 0.539
H 3.4507 -1.4263 -0.9101 -0.049 -0.018 -0.115
H 1.5173 2.3068 1.4216 -0.280 0.798 -0.014
H -1.5122 -2.6021 3.0011 -0.528 0.481 -0.018
C 3.8925 1.6613 -0.8016 -0.276 -0.065 -0.062
C 2.6413 -1.1207 -0.2440 -0.563 0.103 -0.754
H 0.8687 2.9612 -1.8413 -0.214 -0.181 0.418
C 1.2080 0.8496 -1.8876 0.154 -0.609 -0.165
C -2.4575 -2.1701 -0.9228 0.456 -1.782 -2.620
H 1.7152 -1.6782 -0.5248 0.694 0.319 0.374
H -2.2322 -1.3392 -1.5703 0.194 -0.189 -0.338
H -3.1708 -2.8349 2.4519 -0.262 -0.150 -0.050
H -2.8563 -2.3022 4.1008 -0.187 0.368 0.112
C -1.5408 1.1542 -0.7311 -0.238 -0.329 -2.774
C -2.3157 0.9594 0.5091 -0.529 -0.649 1.451
O -2.6311 -0.8707 2.6512 -0.341 1.605 -2.298
O -0.5304 2.0517 -0.6773 -1.318 -1.068 1.328
H -3.1636 -2.8320 -1.4280 0.002 0.035 -0.056
O -3.0909 -1.7199 0.2034 -0.012 2.284 3.679
H -0.3980 2.0919 -2.6744 0.404 -0.147 0.053
C 0.2931 2.0237 -1.8170 -0.187 1.322 -2.328
```
Positions in Å, forces in eV/Å.

Computed properties:
Molecular weight   268.32 u
2S+1   1
Net charge   0
Calculated total energy   -37079.98954 eV
Frontier orbital gap   0.391 hartree
Lowest unoccupied orbital energy   0.721 eV
Highest occupied orbital energy   -9.930 eV